Record 1
Below is a structure of composition C17H34AsB11Br6MnN2O2S3, with properties calculated with the ωB97M-V functional and the def2-TZVPD basis.

```
! wB97M-V def2-TZVPD RIJCOSX def2/J DEFGRID3
* xyz 2 6
Mn 0.318 -0.059 -0.530
S 0.204 0.300 1.808
C 0.719 1.847 1.196
N 0.506 2.008 -0.084
C 1.011 3.213 -0.555
C 0.979 3.671 -1.869
C 1.518 4.913 -2.138
C 2.083 5.693 -1.122
C 2.129 5.243 0.184
C 1.594 3.988 0.454
S 1.534 3.138 1.982
H 0.547 3.057 -2.647
H 1.506 5.295 -3.150
H 2.496 6.662 -1.364
H 2.574 5.846 0.964
Br -2.034 -1.067 -0.418
B -1.821 -2.962 0.234
B -2.534 -3.536 1.715
C -1.468 -4.777 2.171
B -0.763 -3.365 1.572
B -0.074 -4.962 1.206
B -1.422 -6.123 1.122
B -2.937 -5.242 1.438
B -3.179 -4.059 0.140
Br -4.919 -3.432 -0.461
B -2.491 -5.681 -0.231
Br -3.477 -6.988 -1.255
B -0.699 -5.502 -0.379
Br 0.380 -6.576 -1.572
B -0.314 -3.797 -0.083
Br 1.156 -2.828 -0.979
B -1.796 -4.237 -0.995
Br -1.962 -3.825 -2.888
H -3.125 -2.897 2.512
H -1.365 -4.967 3.229
H -0.183 -2.598 2.260
H 0.957 -5.277 1.677
H -1.273 -7.209 1.548
H -3.798 -5.743 2.064
C 4.344 1.197 -1.777
N 4.514 0.414 -0.552
C 5.857 0.314 0.031
C 3.453 -0.147 0.000
C 3.571 -0.975 1.240
O 2.325 0.020 -0.547
H 5.293 1.233 -2.303
H 4.024 2.214 -1.544
H 3.596 0.730 -2.412
H 6.524 0.947 -0.545
H 6.229 -0.708 -0.014
H 5.864 0.665 1.061
H 4.592 -1.195 1.525
H 3.028 -1.906 1.077
H 3.077 -0.451 2.060
C 0.212 -1.048 -4.832
S -0.798 -0.448 -3.497
C -1.388 1.081 -4.210
O 0.263 0.021 -2.463
H -0.445 -1.264 -5.675
H 0.672 -1.972 -4.484
H 0.959 -0.299 -5.090
H -2.195 0.830 -4.899
H -0.589 1.610 -4.725
H -1.788 1.680 -3.392
C -4.315 2.345 0.150
As -2.970 1.650 1.344
C -3.745 0.232 2.389
C -2.382 3.040 2.541
H -5.165 2.634 0.772
H -4.625 1.563 -0.539
H -3.939 3.214 -0.383
H -4.428 0.692 3.106
H -2.954 -0.299 2.914
H -4.285 -0.449 1.734
H -3.274 3.430 3.037
H -1.892 3.839 1.990
H -1.710 2.611 3.281
*
```

Properties
Lowest unoccupied orbital energy (spin up / spin down) in eV: -8.42 / -8.41
Kohn-Sham gap (spin up / spin down) in eV: 4.831 / 4.840
Total energy in a.u.: -21226.89342
ΔE to the lowest compared entry with this formula, charge and spin in eV: 0.2474


Record 2
Below is a structure of composition C17H34CdF6N5O6S2Se2 in a non-equilibrium geometry, with properties calculated with the ωB97M-V functional and the def2-TZVPD basis.

```
! wB97M-V def2-TZVPD RIJCOSX def2/J DEFGRID3
* xyz -1 1
Cd 0.214 0.031 0.099
C 2.434 -2.669 -2.078
C 2.362 -3.410 -0.694
N 2.171 -2.623 0.476
C 1.872 -3.212 1.731
C 1.254 -2.259 2.735
N 1.253 -0.830 2.368
C 2.646 -0.284 2.527
C 2.833 1.210 2.318
C 3.221 1.664 0.890
N 2.289 1.355 -0.241
C 2.965 0.773 -1.428
C 2.017 0.465 -2.579
N 0.935 -0.527 -2.236
C 1.105 -2.007 -2.559
H 2.672 -3.447 -2.811
H 3.272 -1.989 -1.992
H 3.289 -4.013 -0.567
H 1.542 -4.166 -0.713
H 2.118 -1.619 0.358
H 2.831 -3.663 2.178
H 1.171 -4.051 1.588
H 1.778 -2.370 3.691
H 0.218 -2.630 2.899
H 0.612 -0.353 3.018
H 3.245 -0.901 1.840
H 3.051 -0.585 3.510
H 3.648 1.549 2.963
H 1.942 1.782 2.654
H 4.201 1.276 0.647
H 3.380 2.775 0.948
H 1.781 2.191 -0.559
H 3.483 -0.136 -1.073
H 3.743 1.493 -1.758
H 2.646 0.136 -3.414
H 1.463 1.383 -2.845
H 0.142 -0.243 -2.777
H 0.986 -2.142 -3.669
H 0.272 -2.498 -2.097
F -0.067 4.331 3.110
C -1.330 3.800 3.117
F -1.462 3.078 4.255
F -2.259 4.819 3.174
S -1.542 2.820 1.535
O -0.592 1.692 1.672
O -2.928 2.397 1.437
N -1.108 3.975 0.607
S -0.418 4.267 -0.694
O -1.280 4.863 -1.677
O 0.385 3.199 -1.253
C 0.819 5.510 -0.180
F 0.237 6.527 0.541
F 1.675 4.846 0.680
F 1.561 5.993 -1.176
O -3.796 -3.440 -2.014
C -3.515 -2.056 -2.191
C -3.933 -1.246 -0.931
C -5.472 -1.402 -0.645
O -5.883 -2.740 -0.403
C -3.723 0.239 -1.293
Se -1.987 1.132 -1.695
C -3.220 -1.604 0.376
Se -1.289 -2.165 0.395
H -2.983 -3.899 -1.709
H -4.141 -1.718 -3.041
H -2.478 -1.860 -2.410
H -6.077 -0.987 -1.508
H -5.625 -0.780 0.251
H -5.268 -3.291 -0.897
H -4.095 0.874 -0.479
H -4.284 0.501 -2.204
H -3.754 -2.403 0.878
H -3.221 -0.726 1.024
*
```

Properties
Lowest unoccupied orbital energy in eV: 2.39
Kohn-Sham gap in eV: 6.090
Total energy in a.u.: -7759.60007


Record 3
Below is a structure of composition C17H34ClCsF3GeN2O8S in a non-equilibrium geometry, with properties calculated with the ωB97M-V functional and the def2-TZVPD basis.

```
! wB97M-V def2-TZVPD RIJCOSX def2/J DEFGRID3
* xyz -2 2
Cs -1.256 -0.737 0.331
C 2.580 -1.594 -0.869
C 2.968 -0.145 -1.175
C 2.891 0.110 -2.680
C 4.406 0.106 -0.703
O 2.046 0.733 -0.575
Ge 2.230 1.486 1.130
O 1.888 -0.167 1.956
C 1.807 -0.361 3.353
C 2.834 0.487 4.113
C 0.395 -0.022 3.840
C 2.092 -1.840 3.607
O 0.435 2.018 1.176
C -0.031 3.254 0.661
C -1.509 3.348 1.030
C 0.720 4.429 1.302
C 0.125 3.310 -0.860
H 3.306 -2.300 -1.290
H 2.513 -1.736 0.211
H 1.601 -1.817 -1.303
H 3.543 -0.573 -3.237
H 1.867 -0.023 -3.028
H 3.191 1.140 -2.891
H 5.109 -0.516 -1.268
H 4.668 1.158 -0.845
H 4.518 -0.125 0.360
H 2.624 1.554 4.009
H 2.823 0.234 5.179
H 3.837 0.307 3.716
H 0.107 0.962 3.464
H -0.309 -0.768 3.466
H 0.337 -0.022 4.934
H 3.094 -2.091 3.248
H 2.028 -2.078 4.675
H 1.363 -2.454 3.074
H -1.622 3.245 2.112
H -1.933 4.310 0.722
H -2.095 2.562 0.548
H 0.634 4.370 2.391
H 1.782 4.403 1.048
H 0.302 5.384 0.966
H -0.440 2.507 -1.337
H -0.249 4.264 -1.249
H 1.172 3.191 -1.146
C -4.011 -0.679 -3.317
C -2.575 -0.293 -3.507
N -2.075 0.864 -3.305
O -2.963 1.803 -2.827
C -1.628 -1.303 -4.045
C -1.933 -2.023 -5.326
N -0.544 -1.548 -3.417
O 0.374 -2.321 -3.648
H -4.309 -0.570 -2.270
H -4.181 -1.710 -3.623
H -4.656 -0.012 -3.896
H -3.559 1.403 -2.129
H -1.939 -1.313 -6.157
H -2.920 -2.484 -5.281
H -1.192 -2.794 -5.524
F -5.003 -3.725 1.656
C -3.990 -3.311 2.430
F -4.064 -3.994 3.588
F -4.179 -2.018 2.705
S -2.368 -3.577 1.615
O -2.264 -5.012 1.519
O -2.522 -2.871 0.350
O -1.439 -2.922 2.518
Cl -4.454 0.909 -0.277
*
```

Properties
Lowest unoccupied orbital energy (spin up / spin down) in eV: 3.95 / 3.57
Kohn-Sham gap (spin up / spin down) in eV: 5.823 / 5.436
Total energy in a.u.: -4634.73355
ΔE to the lowest compared entry with this formula, charge and spin in eV: 0.4765


Record 4
Below is a structure of composition C17H34CrOP2 in a non-equilibrium geometry, with properties calculated with the ωB97M-V functional and the def2-TZVPD basis.

```
! wB97M-V def2-TZVPD RIJCOSX def2/J DEFGRID3
* xyz 0 5
P -1.518 1.530 0.997
P 0.779 0.361 -2.400
C -0.530 1.942 -0.501
C -0.800 1.038 -1.733
H 0.502 1.819 -0.118
H -0.638 3.029 -0.862
H -1.508 0.206 -1.551
H -1.245 1.643 -2.542
C 1.909 1.750 -2.162
H 2.831 1.396 -1.695
H 1.496 2.527 -1.507
H 2.110 2.245 -3.117
C 0.766 -0.220 -4.084
H 1.327 0.501 -4.708
H -0.274 -0.290 -4.452
H 1.251 -1.209 -4.152
C -1.141 2.878 2.125
H -1.322 2.580 3.170
H -1.770 3.750 1.897
H -0.087 3.183 2.037
C -3.214 1.517 0.466
H -3.275 1.044 -0.523
H -3.586 2.546 0.394
H -3.813 0.955 1.198
Cr -0.136 5.234 -1.782
C -0.230 5.877 -3.692
C 1.080 6.177 -3.120
C 1.453 7.485 -2.453
C 0.395 8.027 -1.464
C -0.433 6.953 -0.830
C -1.700 6.482 -1.411
C -2.270 6.962 -2.724
C -1.269 6.940 -3.918
C -0.984 -0.065 1.590
H -0.301 5.048 -4.406
H 1.943 5.725 -3.605
H 1.767 8.285 -3.150
H 2.335 7.281 -1.826
H 0.914 8.565 -0.660
H -0.249 8.758 -1.956
H -0.368 6.917 0.268
H -2.500 6.217 -0.698
H -2.726 7.958 -2.647
H -3.105 6.306 -3.017
H -1.819 6.715 -4.849
H -0.775 7.917 -4.080
H -1.617 -0.823 1.104
H -1.126 -0.142 2.680
H 0.073 -0.251 1.332
C 0.502 -2.220 -1.107
C 1.185 -0.884 -1.078
O 1.952 -0.516 -0.186
H -0.340 -2.257 -1.810
H 0.159 -2.473 -0.091
H 1.244 -2.975 -1.397
*
```

Properties
Lowest unoccupied orbital energy (spin up / spin down) in eV: -0.18 / -0.24
Kohn-Sham gap (spin up / spin down) in eV: 4.136 / 4.381
Total energy in a.u.: -2470.20579


Q: Look up the total energy of the second one.
A: -7759.60007 a.u.